No. 1
{
  "formula": "C6H15O5P",
  "method": "ωB97M-V/def2-TZVPD",
  "gap_ha": 0.387,
  "largest_force_ev_per_a": 6.51,
  "de_lowest_ev": 2.956,
  "lumo_energy_ha": 0.0253,
  "total_charge": 0,
  "smiles": "COP(=O)(OC)OC.CC(C)=O",
  "symbols": ["C", "C", "O", "C", "H", "H", "H", "H", "H", "H", "C", "O", "P", "O", "O", "C", "O", "C", "H", "H", "H", "H", "H", "H", "H", "H", "H"],
  "coordinates": [[-2.822, -2.628, 0.095], [-3.113, -2.944, -1.335], [-2.203, -3.112, -2.109], [-4.535, -3.118, -1.776], [-1.730, -2.856, 0.489], [-3.587, -2.889, 0.798], [-3.144, -1.504, 0.198], [-5.091, -2.093, -1.804], [-5.234, -3.636, -1.061], [-4.804, -3.551, -2.785], [4.711, 1.690, 0.821], [3.406, 1.124, 0.561], [2.145, 1.892, 1.022], [2.144, 2.031, 2.535], [2.102, 3.232, 0.106], [1.073, 3.464, -0.790], [0.995, 0.920, 0.477], [0.774, -0.292, 1.130], [4.629, 2.153, 1.664], [4.709, 2.532, 0.263], [5.394, 0.839, 0.683], [1.219, 4.291, -1.292], [0.165, 3.532, -0.237], [0.898, 2.755, -1.598], [0.969, -0.227, 2.275], [1.225, -1.169, 0.692], [-0.292, -0.434, 0.981]],
  "mulliken_charge": [-0.901, 0.740, -0.525, -1.046, 0.240, 0.401, 0.234, 0.253, 0.297, 0.307, -0.977, -0.272, 0.962, -0.681, -0.324, -0.759, -0.232, -0.566, 0.500, 0.415, 0.212, 0.354, 0.334, 0.306, 0.331, 0.273, 0.122]
}



No. 2
{
  "formula": "C6H16",
  "method": "ωB97M-V/def2-TZVPD",
  "gap_ha": 0.431,
  "largest_force_ev_per_a": 4.12,
  "de_lowest_ev": 1.742,
  "lumo_energy_ha": 0.0386,
  "total_charge": 0,
  "smiles": "CCC.CCC",
  "symbols": ["C", "C", "C", "H", "H", "H", "H", "H", "H", "H", "H", "C", "C", "C", "H", "H", "H", "H", "H", "H", "H", "H"],
  "coordinates": [[-0.043, 3.062, 0.682], [-1.238, 2.373, 1.426], [1.221, 2.105, 0.562], [-0.253, 3.641, -0.254], [0.386, 3.794, 1.215], [-1.328, 1.322, 1.251], [1.342, 1.489, 1.427], [0.995, 1.452, -0.295], [-2.137, 2.730, 0.891], [-1.260, 2.569, 2.463], [2.134, 2.684, 0.293], [0.217, -2.119, -0.489], [1.042, -2.581, -1.684], [-1.200, -2.625, -0.452], [0.722, -2.481, 0.536], [0.065, -0.942, -0.506], [1.846, -1.848, -1.818], [-1.882, -2.052, 0.270], [-1.799, -2.681, -1.325], [-1.069, -3.663, -0.053], [1.720, -3.397, -1.494], [0.520, -2.834, -2.644]],
  "mulliken_charge": [-0.407, -0.897, -0.993, 0.329, 0.323, 0.209, 0.328, 0.146, 0.299, 0.321, 0.346, 0.429, -1.117, -1.204, 0.201, -0.162, 0.310, 0.249, 0.382, 0.292, 0.326, 0.292]
}



No. 3
{
  "formula": "C6H16",
  "method": "ωB97M-V/def2-TZVPD",
  "gap_ha": 0.446,
  "largest_force_ev_per_a": 2.16,
  "de_lowest_ev": 0.659,
  "lumo_energy_ha": 0.0414,
  "total_charge": 0,
  "smiles": "CCC.CCC",
  "symbols": ["C", "C", "C", "H", "H", "H", "H", "H", "H", "H", "H", "C", "C", "C", "H", "H", "H", "H", "H", "H", "H", "H"],
  "coordinates": [[-0.643, 0.041, -2.621], [0.728, 0.467, -2.124], [-0.841, -1.470, -2.446], [-1.416, 0.637, -2.151], [-0.666, 0.145, -3.710], [0.976, 1.490, -2.392], [0.042, -2.092, -2.520], [-1.325, -1.608, -1.474], [1.566, -0.151, -2.476], [0.833, 0.256, -1.056], [-1.589, -1.848, -3.149], [0.403, 0.496, 2.872], [-0.833, 1.157, 2.256], [1.063, -0.635, 2.107], [1.061, 1.377, 2.914], [0.341, 0.347, 3.957], [-1.145, 2.014, 2.840], [1.110, -0.270, 1.080], [2.091, -0.736, 2.443], [0.538, -1.581, 2.237], [-0.576, 1.451, 1.241], [-1.718, 0.513, 2.172]],
  "mulliken_charge": [-0.131, -0.636, -1.123, 0.266, 0.262, 0.324, 0.322, 0.262, 0.400, -0.198, 0.334, -0.340, -1.072, -0.549, 0.230, 0.383, 0.348, -0.207, 0.306, 0.300, 0.223, 0.297]
}



No. 4
{
  "formula": "C6H16",
  "method": "ωB97M-V/def2-TZVPD",
  "gap_ha": 0.440,
  "largest_force_ev_per_a": 5.55,
  "de_lowest_ev": 2.488,
  "lumo_energy_ha": 0.0445,
  "total_charge": 0,
  "smiles": "CCC.CCC",
  "symbols": ["C", "C", "C", "H", "H", "H", "H", "H", "H", "H", "H", "C", "C", "C", "H", "H", "H", "H", "H", "H", "H", "H"],
  "coordinates": [[-4.526, 1.634, -1.689], [-4.229, 2.012, -0.185], [-4.234, 3.548, 0.048], [-5.181, 2.291, -2.292], [-4.965, 0.618, -1.745], [-3.695, 1.716, -2.300], [-3.172, 1.531, 0.059], [-5.091, 1.602, 0.416], [-4.943, 3.996, -0.536], [-4.520, 3.724, 1.098], [-3.202, 3.842, -0.389], [3.506, -3.551, 0.787], [4.637, -2.583, 0.336], [4.808, -1.097, 0.932], [2.881, -3.820, -0.047], [2.849, -3.274, 1.700], [3.922, -4.649, 1.192], [4.494, -2.495, -0.733], [5.768, -2.878, 0.274], [5.793, -0.719, 0.501], [4.163, -0.459, 0.556], [4.937, -0.988, 2.017]],
  "mulliken_charge": [-1.152, -0.173, -1.015, 0.326, 0.283, 0.368, 0.211, 0.286, 0.323, 0.288, 0.255, -0.856, -0.280, -1.087, 0.269, 0.273, 0.200, 0.240, 0.275, 0.291, 0.364, 0.309]
}



No. 5
{
  "formula": "C6H16",
  "method": "ωB97M-V/def2-TZVPD",
  "gap_ha": 0.463,
  "largest_force_ev_per_a": 2.58,
  "de_lowest_ev": 0.597,
  "lumo_energy_ha": 0.0480,
  "total_charge": 0,
  "smiles": "CCC.CCC",
  "symbols": ["C", "C", "C", "H", "H", "H", "H", "H", "H", "H", "H", "C", "C", "C", "H", "H", "H", "H", "H", "H", "H", "H"],
  "coordinates": [[3.865, 2.807, 1.959], [4.613, 1.857, 2.891], [6.118, 1.806, 2.670], [4.395, 3.768, 1.975], [2.863, 3.070, 2.313], [3.707, 2.440, 0.942], [4.129, 0.879, 2.922], [4.407, 2.240, 3.894], [6.580, 1.280, 3.507], [6.360, 1.296, 1.733], [6.497, 2.818, 2.546], [-5.339, -2.063, -1.284], [-4.582, -2.717, -2.476], [-4.691, -1.781, -3.706], [-5.106, -1.013, -1.088], [-5.101, -2.541, -0.330], [-6.412, -2.192, -1.395], [-5.190, -3.604, -2.609], [-3.540, -2.834, -2.201], [-4.998, -0.767, -3.434], [-3.717, -1.677, -4.173], [-5.399, -2.126, -4.462]],
  "mulliken_charge": [-1.122, -0.190, -1.043, 0.294, 0.316, 0.301, 0.303, 0.247, 0.304, 0.293, 0.297, -1.224, -0.167, -0.970, 0.355, 0.336, 0.314, 0.213, 0.302, 0.274, 0.293, 0.274]
}



No. 6
{
  "formula": "C6H16",
  "method": "ωB97M-V/def2-TZVPD",
  "gap_ha": 0.430,
  "largest_force_ev_per_a": 5.84,
  "de_lowest_ev": 2.053,
  "lumo_energy_ha": 0.0413,
  "total_charge": 0,
  "smiles": "CCC.CCC",
  "symbols": ["C", "C", "C", "H", "H", "H", "H", "H", "H", "H", "H", "C", "C", "C", "H", "H", "H", "H", "H", "H", "H", "H"],
  "coordinates": [[-0.914, -1.278, 1.030], [0.167, -2.357, 1.144], [-1.974, -1.934, 0.008], [-0.480, -0.243, 0.907], [-1.511, -1.038, 1.950], [0.831, -2.377, 2.129], [-0.131, -3.420, 1.068], [-2.824, -1.228, -0.144], [-2.283, -2.810, 0.502], [0.891, -2.214, 0.494], [-1.610, -2.106, -0.981], [0.553, 1.521, -0.995], [1.830, 1.008, -0.340], [0.301, 3.047, -0.801], [0.817, 1.471, -2.151], [-0.419, 0.993, -0.995], [1.573, 0.072, -0.007], [0.839, 3.599, 0.018], [0.495, 3.534, -1.757], [-0.798, 3.207, -0.759], [2.651, 0.959, -1.064], [2.185, 1.555, 0.510]],
  "mulliken_charge": [0.056, -1.270, -1.303, 0.103, 0.259, 0.281, 0.353, 0.319, 0.453, 0.359, 0.332, -0.078, -0.866, -1.090, 0.219, 0.331, -0.024, 0.295, 0.281, 0.289, 0.366, 0.334]
}



No. 7
{
  "formula": "C6H16",
  "method": "ωB97M-V/def2-TZVPD",
  "gap_ha": 0.435,
  "largest_force_ev_per_a": 3.78,
  "de_lowest_ev": 1.518,
  "lumo_energy_ha": 0.0390,
  "total_charge": 0,
  "smiles": "CCC.CCC",
  "symbols": ["C", "C", "C", "H", "H", "H", "H", "H", "H", "H", "H", "C", "C", "C", "H", "H", "H", "H", "H", "H", "H", "H"],
  "coordinates": [[-1.530, -0.273, -2.521], [-0.979, -1.360, -1.586], [-2.493, 0.718, -1.860], [-0.579, 0.270, -2.796], [-1.919, -0.621, -3.484], [-1.144, -1.032, -0.567], [-2.433, 1.750, -2.303], [-3.449, 0.297, -2.059], [0.140, -1.189, -1.488], [-1.250, -2.342, -1.757], [-2.312, 0.743, -0.791], [1.915, 0.610, 2.477], [1.484, -0.836, 2.474], [1.621, 1.128, 1.034], [1.512, 1.323, 3.178], [3.057, 0.672, 2.584], [0.414, -0.832, 2.265], [0.930, 0.499, 0.464], [1.024, 2.087, 0.996], [2.465, 1.572, 0.524], [1.925, -1.438, 1.657], [1.782, -1.432, 3.330]],
  "mulliken_charge": [-0.240, -0.976, -1.025, 0.190, 0.390, 0.183, 0.273, 0.288, 0.222, 0.379, 0.316, -0.121, -1.128, -0.764, 0.269, 0.201, 0.278, -0.044, 0.319, 0.344, 0.308, 0.336]
}



No. 8
{
  "formula": "C6H16",
  "method": "ωB97M-V/def2-TZVPD",
  "gap_ha": [0.431, 0.177],
  "largest_force_ev_per_a": 3.38,
  "s_squared": 0.753,
  "de_lowest_ev": 1.226,
  "lumo_energy_ha": [-0.1180, -0.3720],
  "total_charge": 1,
  "spin_multiplicity": 2,
  "symbols": ["C", "C", "H", "H", "H", "H", "H", "H", "C", "C", "C", "C", "H", "H", "H", "H", "H", "H", "H", "H", "H", "H"],
  "coordinates": [[-2.792, 0.562, -0.865], [-1.645, 1.514, -1.238], [-2.525, 0.223, 0.119], [-3.726, 1.062, -0.703], [-2.906, -0.271, -1.544], [-2.081, 2.498, -1.320], [-1.078, 1.389, -2.169], [-0.934, 1.319, -0.462], [1.090, -0.709, 0.372], [2.186, -1.658, 0.499], [-0.158, -0.860, 1.206], [1.697, 0.746, 0.389], [0.917, -0.708, -0.781], [3.001, -1.230, 1.146], [2.815, -1.754, -0.489], [-0.824, -1.519, 0.620], [0.141, -1.391, 2.098], [-0.690, 0.091, 1.259], [2.824, 0.978, 0.484], [1.528, 1.247, -0.580], [1.177, 1.188, 1.205], [1.983, -2.715, 0.754]],
  "mulliken_charge": [-0.913, -0.306, 0.227, 0.347, 0.232, 0.359, 0.291, -0.233, 1.085, -1.208, -1.273, -1.225, 0.192, 0.356, 0.410, 0.353, 0.434, 0.395, 0.363, 0.356, 0.386, 0.370]
}